No. 1
A structure of composition C18H29MnO2Si in a non-equilibrium geometry. Source: OMol25; level of theory: ωB97M-V/def2-TZVPD.

Element x y z (Å)
Mn1 0.003 0.189 -0.073
Si1 -0.020 -0.050 3.659
O1 -0.112 -0.371 2.031
O2 -0.088 -0.948 -2.214
C1 -1.642 -0.580 -4.075
C2 1.931 0.216 1.237
C3 2.271 -0.665 0.159
C4 0.491 -1.943 -4.042
C5 -1.189 2.035 0.029
C6 -2.285 0.094 -0.608
C7 2.229 0.092 -1.070
C8 1.611 1.507 0.673
C9 -2.215 0.092 0.820
C10 0.788 1.530 4.195
C11 -1.677 1.287 -1.100
C12 -0.198 -0.600 -3.633
C13 -1.502 1.283 1.224
C14 0.407 -2.286 -2.558
C15 -1.767 -0.131 4.249
C16 1.810 1.411 -0.750
C17 0.565 0.640 -3.995
C18 0.909 -1.540 4.219
H1 1.814 2.302 -1.454
H2 2.132 -0.045 2.240
H3 1.525 -1.806 -4.406
H4 -2.515 -0.726 1.464
H5 1.949 -1.546 3.916
H6 1.837 1.642 3.903
H7 0.404 -2.427 3.826
H8 -0.732 3.044 0.039
H9 -2.043 0.437 -3.954
H10 0.089 1.508 -3.525
H11 -2.876 -0.664 -1.201
H12 -2.222 -1.057 3.883
H13 2.697 -0.239 -1.995
H14 0.269 2.451 3.897
H15 -1.733 -0.832 -5.143
H16 0.828 -1.518 5.324
H17 1.312 2.409 1.237
H18 -0.086 -2.577 -4.710
H19 -2.247 -1.274 -3.493
H20 0.778 1.518 5.308
H21 -1.683 -0.170 5.355
H22 1.609 0.583 -3.686
H23 -1.371 1.724 2.167
H24 2.575 -1.707 0.309
H25 1.381 -2.491 -2.099
H26 -0.358 -3.042 -2.350
H27 0.533 0.804 -5.086
H28 -2.373 0.716 3.952
H29 -1.814 1.723 -2.094

Forces on the atoms, in the same order (eV/Å):
Mn 0.258 1.039 0.998
Si -0.442 -1.471 -4.987
O 0.358 -0.456 2.829
O 0.290 -1.155 -1.071
C -0.372 0.813 -0.355
C 1.869 1.071 -2.401
C -0.019 0.679 0.238
C 0.311 0.692 0.182
C -0.928 -0.675 0.618
C -1.106 -0.498 0.094
C 0.731 0.484 1.000
C 1.000 -1.092 0.587
C -0.005 1.456 -0.566
C 0.317 0.686 1.141
C -0.734 0.614 0.067
C 0.358 -1.169 -0.332
C -2.393 0.444 -3.087
C -0.060 0.598 0.071
C 0.047 -0.159 1.538
C 0.895 0.490 -0.972
C -0.192 0.622 -0.304
C -0.248 -0.062 1.744
H -0.306 -1.391 0.904
H -0.261 -0.012 0.625
H -0.489 -0.106 0.076
H 0.092 0.242 -0.145
H 0.227 0.014 -0.012
H -0.135 -0.163 -0.099
H 0.068 0.186 0.066
H -0.263 -0.928 -0.216
H -0.137 -0.347 0.102
H 0.237 -0.102 0.042
H 0.992 0.978 0.666
H 0.075 0.126 0.089
H -0.573 0.018 0.016
H -0.040 -0.267 -0.063
H 0.112 0.030 0.234
H 0.431 -0.568 -0.095
H 0.208 -0.745 -0.476
H 0.045 -0.007 -0.104
H 0.057 -0.018 0.001
H 0.052 0.140 -0.400
H -0.602 0.013 -0.246
H -0.122 0.013 0.053
H 0.371 -0.044 1.069
H -0.082 0.499 -0.252
H -0.434 -0.062 0.265
H 0.283 0.012 0.335
H -0.034 -0.171 0.248
H -0.114 0.138 0.000
H 0.409 -0.431 0.285

Output
* energy relative to the best compared isomer or geometry (same formula, charge and spin): 0.000 eV
* gap between HOMO and LUMO (spin up / spin down): 4.86 / 5.20 eV
* multiplicity: 4
* charge: -1
* HOMO level (spin up / spin down): -1.98 / -2.32 eV

No. 2
A structure of composition C18H29MnOSi in a non-equilibrium geometry. Source: OMol25; level of theory: ωB97M-V/def2-TZVPD.

Element x y z (Å)
Mn1 -1.467 0.157 -0.211
Si1 0.204 -0.787 2.394
O1 0.935 0.087 1.041
C1 -1.061 1.919 1.095
C2 -1.571 -1.109 3.180
C3 3.014 0.840 -1.310
C4 -1.809 2.009 -1.066
C5 0.910 -2.438 1.985
C6 -2.576 -0.561 -1.785
C7 -2.986 -1.202 -0.571
C8 1.063 0.366 3.555
C9 2.181 0.548 0.508
C10 2.506 -0.852 -2.995
C11 -1.198 -0.870 -2.026
C12 -1.863 -1.953 -0.079
C13 -2.440 1.527 1.120
C14 -2.942 1.624 -0.246
C15 -0.754 -1.730 -0.968
C16 1.515 1.512 -3.157
C17 -0.679 2.190 -0.243
C18 2.523 0.582 -2.648
H1 3.050 -0.064 0.794
H2 -0.616 -0.625 -2.919
H3 1.472 2.386 -2.475
H4 2.758 -1.431 -2.079
H5 -3.954 1.497 -0.527
H6 3.293 -1.114 -3.738
H7 0.534 1.005 -3.213
H8 1.511 -1.146 -3.389
H9 -0.450 2.095 1.992
H10 -3.218 0.002 -2.472
H11 -1.837 2.217 -2.165
H12 -1.870 -2.654 0.752
H13 -2.189 -0.218 3.402
H14 1.385 -0.220 4.425
H15 -3.015 1.283 2.009
H16 1.737 -2.255 1.298
H17 3.925 0.220 -1.154
H18 0.207 -2.249 -0.923
H19 3.191 1.934 -1.208
H20 -1.405 -1.577 4.174
H21 1.934 0.742 3.006
H22 1.764 1.881 -4.166
H23 1.306 -2.858 2.913
H24 0.297 2.620 -0.536
H25 -2.246 -1.822 2.667
H26 0.214 -3.141 1.520
H27 0.430 1.221 3.838
H28 -3.974 -1.191 -0.102
H29 2.260 1.602 0.701

Forces on the atoms, in the same order (eV/Å):
Mn 1.955 0.027 0.940
Si -0.789 1.021 -1.632
O 1.318 0.138 -2.287
C -0.586 0.716 0.865
C -0.078 -0.070 0.319
C 0.447 0.306 -0.338
C -1.794 0.982 -0.993
C 0.349 -0.472 0.439
C -0.756 -1.633 -1.292
C -0.186 -0.698 -0.588
C 0.354 -0.262 0.752
C -1.223 -1.134 0.451
C 0.273 -0.941 -0.541
C 0.057 -0.780 0.030
C 0.687 -0.085 -0.207
C -0.077 0.578 -1.073
C 1.586 2.437 1.534
C -0.728 -0.942 -0.586
C -0.446 0.792 -0.573
C 0.713 0.622 0.576
C -0.165 -0.320 2.492
H -0.437 0.272 0.322
H -0.331 0.044 0.479
H -0.289 -0.439 -0.540
H -0.386 0.108 -0.644
H -0.622 -0.366 -0.397
H -0.495 0.013 0.106
H 0.199 0.495 0.096
H 0.585 -0.155 0.172
H -0.299 -0.407 -0.608
H 0.370 -0.064 0.478
H 0.006 -0.339 1.112
H -0.016 0.285 -0.189
H 0.546 -0.198 -0.304
H 0.020 0.473 0.258
H 0.074 0.065 -0.275
H 0.073 -0.208 0.048
H -0.548 0.526 0.424
H -0.249 0.502 0.144
H 0.023 -0.714 0.444
H 0.310 0.178 -0.237
H -0.070 -0.054 0.513
H -0.163 -0.033 0.027
H 0.083 -0.307 -0.079
H -0.719 -0.630 0.072
H 0.591 0.452 -0.105
H 0.036 0.125 0.167
H 0.166 -0.359 0.147
H 0.398 0.108 -0.253
H 0.236 0.345 0.336

Output
* energy relative to the best compared isomer or geometry (same formula, charge and spin): 2.270 eV
* gap between HOMO and LUMO (spin up / spin down): 1.71 / 4.55 eV
* multiplicity: 5
* charge: -2
* HOMO level (spin up / spin down): 3.42 / 0.54 eV

Calculated total energy? In order: -62426.6650; -60372.2862 eV.